Entry from the OMol25 dataset: a structure of composition C26H38N5O8PTi (ωB97M-V/def2-TZVPD).

Each line ends with the Löwdin charge.
Geometry (Å):
H  -4.0952  3.6911  -1.4686  0.08
H  -2.3513  3.7930  -1.7406  0.07
C  -0.1857  -3.4061  -1.6280  -0.15
O  2.4115  0.3335  0.2356  -0.13
H  -3.9922  1.2128  -1.2107  0.10
C  -3.1576  4.0682  -1.0593  -0.07
O  -1.9919  0.8966  -1.5923  -0.29
O  0.5008  -0.4723  1.8583  -0.23
H  -3.1156  -2.8708  1.7216  0.10
H  1.3819  -0.4942  -4.3446  0.12
C  1.7532  3.4209  0.3913  0.00
H  0.8294  -3.6572  -1.9300  0.11
H  -3.2160  5.1580  -1.0284  0.08
H  -1.3637  -4.2884  -0.0029  0.11
H  2.6038  -0.4943  4.4745  0.09
H  -2.0147  3.9696  0.7782  0.11
C  -0.1734  -1.4291  -3.1789  -0.17
C  -1.6439  0.0137  2.9295  -0.01
C  3.3106  -1.8027  0.0565  -0.28
H  -0.0842  3.0122  3.2461  0.11
H  -3.5364  0.9862  -2.8928  0.12
H  -1.8064  1.5824  4.2896  0.11
P  -1.4121  1.3410  -0.0615  0.64
H  1.8643  -1.8324  2.5531  0.13
C  1.1971  -1.0740  2.9724  -0.19
H  2.6007  0.5478  3.0462  0.08
C  -1.3833  1.2860  3.3337  -0.10
C  -3.3590  0.6236  -1.8748  -0.29
N  -0.3352  -2.5727  0.6524  0.00
N  -0.3633  -1.9536  -1.8191  -0.12
H  -3.2529  -1.4405  -2.5535  0.07
H  -0.8859  -3.9632  -2.2604  0.12
H  2.5177  1.7587  -1.8806  0.12
C  -0.3840  2.1600  1.2829  -0.21
H  2.5950  -0.3471  -1.9875  0.10
C  -0.9543  -0.6425  1.7767  -0.46
H  0.6659  3.2201  -2.4335  0.12
C  1.2593  -0.9686  -3.3649  -0.16
H  -0.3826  1.8731  -2.8441  0.11
H  -2.3240  -0.5852  3.5203  0.09
H  -3.7478  3.7496  0.9944  0.12
C  0.4921  2.6460  0.3452  -0.27
H  1.8808  4.0487  -0.4931  0.08
H  2.5995  2.7301  0.4521  0.08
C  3.4168  -0.4719  0.4116  -0.30
O  2.1835  -2.2350  -0.4527  -0.13
H  -0.8432  -0.5724  -3.2670  0.11
N  -0.0568  2.0890  -0.8390  -0.09
H  -1.2941  -1.6911  -1.5109  0.08
C  1.7071  1.3821  -2.5046  -0.16
H  1.9319  -1.8278  -3.3317  0.13
O  6.5782  -1.7199  1.4032  0.15
H  0.3947  -4.4666  0.1737  0.13
C  0.4393  2.1733  -2.1966  -0.17
Ti  0.7417  -0.8446  -0.2106  1.12
H  -3.5259  -1.2466  -0.8043  0.06
C  -2.9096  3.5270  0.3327  -0.26
O  4.8009  -3.7037  0.0731  0.11
N  -1.2986  -0.2338  0.4292  -0.11
C  -3.7525  -0.8397  -1.7909  -0.08
C  4.7468  -0.1536  0.9410  -0.27
H  1.9758  1.5873  -3.5489  0.12
H  1.2923  0.6760  4.2281  0.07
H  -1.9265  -4.0691  2.2623  0.09
H  0.4620  -1.5802  3.6049  0.13
H  -0.4531  -2.1659  -3.9403  0.13
H  1.7767  4.0633  1.2704  0.09
C  -2.1702  -3.0084  2.2552  0.01
C  -1.1134  -2.2003  1.5822  -0.22
O  -2.7923  2.1040  0.3324  -0.23
C  1.9650  -0.0176  3.7284  -0.03
H  -4.8260  -0.9390  -1.9620  0.08
C  -0.4008  -3.7895  -0.1389  -0.13
H  -2.3284  -2.6745  3.2779  0.08
C  -0.5627  2.2373  2.6539  -0.07
N  1.6633  -0.0725  -2.2694  -0.09
O  5.1900  0.9136  1.2941  0.11
C  4.5457  -2.5455  0.3043  -0.28
C  5.4908  -1.5119  0.9484  -0.23

Calculated values
Orbital gap (alpha / beta): 6.60 / 7.19 eV
Maximum force: 1.0 eV/Å
<S²>: 2.0454
Multiplicity: 3
Relative energy (zero: lowest compared OMol25 entry of this formula, charge and spin): 269.0 kJ/mol
Electronic energy: -3080.1134 Ha